{"formula": "C5H6N3", "method": "the ωB97M-V functional and the def2-TZVPD basis", "homo_lumo_gap_ev": [6.11, 6.11], "total_charge": 1, "energy_ha": -357.94646, "de_lowest_ev": 4.916, "fmax_ev_per_a": 3.4, "homo_ev": [-13.046, -13.047], "lumo_ev": [-6.93, -6.93], "elements": ["C", "C", "C", "C", "C", "N", "N", "N", "H", "H", "H", "H", "H", "H"], "xyz": [[-2.230, 0.379, -0.470], [-2.241, -0.042, 0.859], [2.187, -0.069, -0.730], [1.161, -0.261, 0.261], [-0.921, 0.327, -0.906], [2.487, 0.971, -1.358], [-0.990, -0.347, 1.223], [-0.151, -0.052, 0.158], [-3.082, 0.652, -1.057], [-3.074, -0.164, 1.526], [2.780, -1.002, -0.789], [1.492, -0.741, 1.178], [3.234, 0.933, -2.043], [-0.652, -0.583, 2.148]], "forces_ev_per_a": [[0.64, -0.11, 0.74], [0.51, 0.06, -0.52], [1.33, -0.83, -1.05], [-2.37, 0.48, 0.43], [0.25, 1.00, -3.19], [-1.29, 0.91, 0.25], [-0.52, -0.64, 1.89], [1.65, -0.54, 0.99], [-0.16, 0.02, -0.11], [0.00, -0.12, 0.34], [-0.15, 0.08, -0.05], [-0.11, 0.09, 0.16], [0.27, -0.46, 0.16], [-0.05, 0.06, -0.04]]}



{"formula": "C5H6N6", "method": "the ωB97M-V functional and the def2-TZVPD basis", "homo_lumo_gap_ev": 7.95, "energy_ha": -522.71399, "de_lowest_ev": 0.000, "fmax_ev_per_a": 2.3, "homo_ev": -7.161, "lumo_ev": 0.79, "elements": ["C", "C", "C", "C", "C", "H", "H", "H", "H", "H", "H", "N", "N", "N", "N", "N", "N"], "xyz": [[0.041, -1.661, -1.066], [-0.480, 0.298, -0.807], [-0.611, 2.375, 0.276], [0.517, 0.729, 1.383], [0.281, -0.152, 0.307], [-0.556, -2.992, -2.500], [0.585, -3.614, -1.329], [-1.359, 2.042, -1.586], [-0.907, 3.465, 0.243], [1.388, -0.781, 2.456], [1.348, 0.730, 3.296], [0.021, -2.850, -1.676], [-0.670, -0.661, -1.683], [-0.929, 1.570, -0.771], [0.025, 2.026, 1.334], [1.077, 0.188, 2.489], [0.620, -1.472, 0.144]], "forces_ev_per_a": [[-0.27, -0.80, 0.47], [0.52, -0.11, 1.30], [-0.50, 1.67, -0.16], [-1.11, -1.09, -1.05], [0.20, 1.47, 0.84], [0.46, 0.22, 0.51], [-0.29, 0.31, -0.07], [0.32, -0.87, 0.77], [0.05, -1.48, -0.38], [-0.23, 0.54, -0.24], [-0.17, 0.08, -0.35], [0.23, -1.57, -0.74], [0.44, 0.11, 0.22], [-0.56, 1.97, -1.04], [1.23, -1.46, 0.83], [0.49, 0.29, 0.69], [-0.80, 0.73, -1.61]]}



{"formula": "C5H6NO", "method": "the ωB97M-V functional and the def2-TZVPD basis", "homo_lumo_gap_ev": [6.83, 6.83], "total_charge": -1, "energy_ha": -323.99769, "de_lowest_ev": 0.923, "smiles": "C=C/C=C\\C=N\\[O-]", "fmax_ev_per_a": 3.5, "homo_ev": [-2.687, -2.688], "lumo_ev": [4.14, 4.14], "elements": ["C", "C", "C", "C", "C", "N", "O", "H", "H", "H", "H", "H", "H"], "xyz": [[-1.064, 0.722, 0.108], [0.225, 1.226, 0.006], [-1.694, -0.563, 0.242], [1.627, 0.832, 0.094], [-1.069, -1.722, -0.029], [2.100, -0.391, 0.198], [3.328, -0.650, 0.000], [-1.773, 1.430, -0.035], [0.105, 2.215, -0.202], [-2.718, -0.412, 0.208], [2.351, 1.761, -0.190], [-1.500, -2.769, -0.195], [0.083, -1.679, -0.205]], "forces_ev_per_a": [[3.25, -1.25, 0.60], [-0.33, -3.26, 0.96], [2.48, -0.96, -1.35], [0.69, 2.43, -1.12], [1.78, -1.41, -0.43], [-0.58, -0.50, -0.20], [-0.13, 0.56, 0.23], [-2.05, 2.48, -0.35], [0.30, 2.94, -0.54], [-2.25, -0.56, 0.46], [-1.20, -2.22, 0.67], [0.15, 1.80, 0.51], [-2.11, -0.05, 0.55]]}



{"formula": "C5H6NO", "method": "the ωB97M-V functional and the def2-TZVPD basis", "homo_lumo_gap_ev": 8.31, "total_charge": 1, "energy_ha": -323.73961, "de_lowest_ev": 3.548, "smiles": "COC1=[N+]=CC=C1", "fmax_ev_per_a": 4.3, "homo_ev": -15.474, "lumo_ev": -7.16, "elements": ["C", "C", "C", "C", "C", "N", "O", "H", "H", "H", "H", "H", "H"], "xyz": [[2.187, -0.380, -0.052], [1.145, -1.196, -0.080], [1.625, 1.026, 0.031], [-0.111, -0.349, -0.072], [-2.311, 0.267, -0.020], [0.325, 1.039, -0.119], [-1.318, -0.722, -0.005], [3.244, -0.538, 0.073], [0.782, -2.248, 0.011], [2.275, 1.848, 0.247], [-2.791, -0.068, -0.995], [-2.024, 1.364, 0.164], [-3.027, -0.044, 0.817]], "forces_ev_per_a": [[-0.19, 0.02, 0.69], [-2.88, -1.93, 0.42], [-2.34, -1.98, -0.65], [2.43, 2.23, -0.54], [-4.05, 0.79, 0.28], [0.00, 0.04, 0.91], [4.26, -0.01, 0.58], [0.06, -0.50, -0.22], [1.87, 0.49, -0.29], [-0.17, 0.83, -0.21], [0.00, 1.56, 1.08], [0.05, -2.01, -0.84], [0.95, 0.45, -1.21]]}



{"formula": "C5H6NO", "method": "the ωB97M-V functional and the def2-TZVPD basis", "homo_lumo_gap_ev": 8.43, "total_charge": 1, "energy_ha": -323.55008, "de_lowest_ev": 8.705, "smiles": "C1=[N+]([C@@]23C[C@H]2O3)C1", "fmax_ev_per_a": 4.6, "homo_ev": -13.929, "lumo_ev": -5.50, "elements": ["C", "C", "C", "C", "C", "N", "O", "H", "H", "H", "H", "H", "H"], "xyz": [[1.812, 0.461, -0.075], [2.037, -0.994, -0.057], [-1.747, 0.939, -0.342], [-1.731, -0.044, 0.800], [-0.936, -0.253, -0.539], [0.773, -0.227, 0.127], [-1.727, -1.191, 0.032], [2.299, 1.302, -0.335], [2.039, -1.625, -1.059], [2.571, -1.373, 0.834], [-2.607, 0.847, -1.011], [-1.298, 1.839, -0.225], [-1.486, 0.318, 1.849]], "forces_ev_per_a": [[-1.43, -4.01, 0.01], [0.31, -1.58, -1.28], [-2.69, -2.17, 0.76], [-1.36, 3.14, 0.12], [4.23, -1.76, -0.15], [-1.68, 1.14, -0.57], [0.35, -0.53, 1.12], [0.84, 3.25, -0.70], [0.46, 1.51, 2.17], [-0.87, -0.26, -0.59], [0.25, 0.34, 0.03], [1.13, 2.76, 0.38], [0.47, -1.81, -1.30]]}



{"formula": "C5H6NO", "method": "the ωB97M-V functional and the def2-TZVPD basis", "homo_lumo_gap_ev": [7.18, 7.18], "total_charge": 1, "energy_ha": -323.61175, "de_lowest_ev": 7.027, "fmax_ev_per_a": 3.9, "homo_ev": [-14.515, -14.515], "lumo_ev": [-7.34, -7.34], "elements": ["C", "C", "C", "C", "C", "N", "O", "H", "H", "H", "H", "H", "H"], "xyz": [[0.266, -0.283, 0.195], [1.715, -0.134, 0.081], [2.721, -1.107, -0.114], [-0.921, 0.013, 0.124], [-2.338, 0.053, -0.093], [2.399, 0.983, -0.096], [2.070, 2.240, -0.030], [2.743, -2.148, -0.250], [3.755, -0.604, -0.371], [1.222, 2.592, 0.491], [-2.894, -0.152, 0.805], [-2.536, -0.614, -0.859], [-2.586, 1.046, -0.466]], "forces_ev_per_a": [[0.06, 1.37, 0.08], [-1.64, -1.85, 0.01], [2.02, 3.13, -1.29], [2.37, -1.22, 0.20], [0.44, 1.94, 0.88], [1.39, 3.17, -0.02], [-1.66, -0.51, 1.32], [-0.85, -1.45, 0.49], [-2.17, -1.19, 0.76], [1.31, -1.78, -1.38], [-0.26, -0.16, 0.28], [-0.73, -1.57, -1.43], [-0.26, 0.10, 0.11]]}



{"formula": "C5H6NO3S", "method": "the ωB97M-V functional and the def2-TZVPD basis", "homo_lumo_gap_ev": [6.74, 6.22], "total_charge": -1, "energy_ha": -872.71066, "de_lowest_ev": 3.554, "fmax_ev_per_a": 1.4, "homo_ev": [-3.218, -2.777], "lumo_ev": [3.53, 3.45], "elements": ["C", "C", "C", "C", "C", "N", "O", "O", "O", "S", "H", "H", "H", "H", "H", "H"], "xyz": [[1.640, 1.255, -0.199], [0.385, 0.982, 0.257], [2.598, 0.174, -0.298], [-0.081, -0.334, 0.454], [2.177, -1.085, -0.167], [-3.391, -1.333, 0.059], [-2.788, 0.761, -1.305], [-2.905, 0.862, 1.177], [0.840, -1.392, 0.069], [-2.669, 0.054, -0.015], [1.965, 2.262, -0.412], [-0.317, 1.778, 0.460], [3.648, 0.388, -0.438], [-0.591, -0.604, 1.367], [2.783, -1.977, -0.172], [-3.294, -1.792, -0.836]], "forces_ev_per_a": [[-0.15, -0.11, 0.13], [0.24, 0.32, -0.32], [0.00, 0.00, -0.13], [0.61, -0.50, 0.29], [-1.35, 0.17, 0.38], [0.18, 0.55, 0.69], [0.20, -0.14, 0.50], [0.26, -0.15, 0.10], [-0.07, 0.48, 0.01], [0.06, -0.64, -1.26], [-0.07, 0.13, 0.04], [-0.08, 0.05, 0.07], [0.05, -0.10, -0.08], [-0.09, -0.09, 0.01], [0.07, -0.04, -0.12], [0.13, 0.08, -0.32]]}



{"formula": "C5H6NP", "method": "the ωB97M-V functional and the def2-TZVPD basis", "s_squared": 2.038, "homo_lumo_gap_ev": [7.33, 7.75], "energy_ha": -590.01980, "de_lowest_ev": 0.648, "fmax_ev_per_a": 4.4, "homo_ev": [-7.578, -9.203], "lumo_ev": [-0.25, -1.45], "multiplicity": 3, "elements": ["C", "C", "C", "C", "C", "N", "P", "H", "H", "H", "H", "H", "H"], "xyz": [[1.376, -0.583, -0.771], [0.193, -1.134, -1.025], [1.240, 0.424, 0.232], [-0.141, 0.648, 0.544], [-0.915, -0.424, -0.322], [-0.673, 1.457, 1.378], [3.204, 1.819, 0.979], [2.354, -0.882, -1.186], [0.039, -1.863, -1.672], [-1.790, 0.134, -0.800], [-1.305, -1.269, 0.284], [-1.670, 1.402, 1.363], [2.475, 2.133, 2.049]], "forces_ev_per_a": [[2.22, 0.93, 1.12], [-0.95, 3.21, 0.69], [2.54, 1.83, 0.34], [-0.53, -1.46, -0.26], [-0.28, 0.51, 1.14], [1.18, 0.61, 0.07], [-1.64, -2.40, -2.72], [-0.75, 0.05, 0.30], [-0.72, -3.36, -2.80], [1.32, -1.19, -0.08], [-0.43, 0.89, 0.35], [-0.83, -0.19, 0.02], [-1.15, 0.57, 1.82]]}



{"formula": "C5H6NS", "method": "the ωB97M-V functional and the def2-TZVPD basis", "homo_lumo_gap_ev": 8.57, "total_charge": 1, "energy_ha": -646.67061, "de_lowest_ev": 2.632, "fmax_ev_per_a": 4.5, "homo_ev": -14.499, "lumo_ev": -5.93, "elements": ["C", "C", "C", "C", "C", "N", "S", "H", "H", "H", "H", "H", "H"], "xyz": [[1.284, -0.463, 0.378], [0.464, -1.673, 0.212], [-2.196, 1.096, -0.362], [-0.954, 0.320, -0.202], [0.522, 0.699, -0.291], [-1.942, 0.958, 0.808], [-1.078, -1.601, -0.216], [2.334, -0.718, -0.005], [1.107, -2.514, 0.416], [-2.596, 1.548, -1.232], [0.718, 1.632, 0.444], [0.830, 0.920, -1.322], [1.508, -0.205, 1.371]], "forces_ev_per_a": [[0.75, 0.30, -2.81], [1.59, -0.21, 0.90], [1.99, -0.53, -4.05], [-1.45, -0.25, 0.62], [0.27, 1.78, 2.22], [0.97, -0.64, 3.10], [0.38, 1.40, 0.01], [-1.42, 0.55, 0.03], [-0.85, -1.12, -0.09], [-1.40, 0.69, -0.03], [-0.69, -1.75, -2.14], [-0.04, -0.07, 0.41], [-0.08, -0.15, 1.84]]}



{"formula": "C5H6NS", "method": "the ωB97M-V functional and the def2-TZVPD basis", "homo_lumo_gap_ev": [8.25, 6.60], "total_charge": 1, "energy_ha": -646.58492, "de_lowest_ev": 4.964, "fmax_ev_per_a": 3.2, "homo_ev": [-14.330, -13.293], "lumo_ev": [-6.08, -6.69], "elements": ["C", "C", "C", "C", "C", "N", "S", "H", "H", "H", "H", "H", "H"], "xyz": [[-2.507, -0.403, -0.009], [-2.078, 0.891, -0.379], [-0.282, -1.149, 0.466], [0.340, -0.092, -0.046], [3.190, 0.519, 0.049], [-1.648, -1.347, 0.267], [-0.486, 1.261, -0.674], [-3.572, -0.782, -0.022], [-2.737, 1.691, -0.665], [0.187, -1.972, 0.961], [2.997, 1.642, 0.089], [3.758, 0.035, -0.751], [2.837, -0.296, 0.715]], "forces_ev_per_a": [[-0.20, -0.18, -0.61], [-0.42, -0.32, -0.37], [-2.87, -1.15, -0.45], [1.39, 2.65, -1.06], [-1.57, -0.58, -0.22], [1.49, -0.41, 1.37], [0.52, -1.22, 0.80], [1.14, 1.09, -0.08], [-0.48, 0.14, 0.11], [0.44, -0.31, 0.09], [0.40, -1.98, 0.27], [-0.15, 0.81, -0.16], [0.33, 1.46, 0.32]]}